# 1
39
Properties=species:S:1:pos:R:3 method="wB97M-V/def2-TZVPD" fmax_ha_per_bohr=0.1031 e_tot_ev=-133276.70361 e_above_lowest_kj_mol=0.0 total_charge=-1 spin_multiplicity=5 s2=6.034 homo_ev="-3.158 / -5.565" homo_lumo_gap_ha="0.189 / 0.197"
C -1.1278 2.5601 -0.4757
Ir 1.8053 1.7610 -0.2184
C 2.4798 -1.2595 -0.5526
C -4.4981 0.9094 -0.1659
As 4.3395 3.9531 -0.4550
N 1.6975 0.8886 3.9916
O -4.7711 -0.4615 -0.5149
H -2.4685 -1.0223 -0.2654
N 1.1346 1.4222 1.6263
C 0.2424 -0.7071 -0.6755
C -2.4860 2.3463 -0.2918
H -4.7969 1.1541 0.8062
C -2.1507 -0.0121 -0.4407
S 5.0821 4.5336 -2.2922
S 1.9594 3.9468 -0.6995
S 4.0102 1.6706 -0.5961
S 4.7191 4.7498 1.3813
C 0.8921 0.0922 4.7005
N 0.0895 -0.4110 5.3741
C 1.3539 1.1204 2.7695
H -5.0035 1.6535 -0.8577
O -0.3560 -4.9848 -0.0767
H -0.9010 -4.2164 0.1687
H 3.4951 -0.9511 -0.2826
C 0.5734 -4.5029 -1.0747
C 2.2700 -2.6275 -0.7642
H -3.0986 3.2269 -0.0104
C -3.0421 1.0871 -0.2616
H 0.1618 -4.6602 -2.1266
H 3.1421 -3.3195 -0.6968
N 1.5412 -0.2991 -0.5111
H -0.7106 3.5473 -0.4626
C 0.9096 -3.0121 -0.9695
N -0.2833 1.5559 -0.5904
C -0.7834 0.3054 -0.5414
C -0.0735 -2.0182 -0.9983
H -1.1098 -2.3237 -1.2481
H -5.7250 -0.5889 -0.6798
H 1.4873 -5.1065 -1.0217

***

# 2
26
Properties=species:S:1:pos:R:3 method="wB97M-V/def2-TZVPD" fmax_ha_per_bohr=0.0222 e_tot_ev=-31454.99992 total_charge=+2 spin_multiplicity=3 s2=2.021 homo_ev="-16.315 / -15.977" homo_lumo_gap_ha="0.314 / 0.207"
N 1.7439 -2.1010 -1.7160
C -1.7446 -0.6499 4.4778
C 1.1695 2.6333 -1.3417
H -0.8754 -1.0225 5.0188
H -2.6048 -1.2843 4.6897
H -2.0417 1.7293 0.5107
N 1.3726 -4.2771 -2.2860
Au -0.7518 -1.1338 -0.0934
N 1.1700 -0.9774 -1.3879
C 0.3306 3.6641 -0.9262
S -0.8132 -3.0137 -1.4548
C -1.1422 2.0139 -0.0191
C 0.8003 1.3290 -1.0770
H 0.7732 -5.0821 -2.3881
C 0.9107 -3.1304 -1.8355
C -0.8412 3.3502 -0.2672
H 2.3333 -4.3506 -2.5952
H -1.9591 0.3711 4.7915
H 2.4988 0.3817 -2.1544
C -1.4724 -0.6729 3.0518
H 0.5945 4.6941 -1.1245
N -0.3420 1.0325 -0.4136
H 2.0893 2.8409 -1.8717
H -1.5245 4.1194 0.0638
N -1.2667 -0.6767 1.9252
C 1.5927 0.2127 -1.5771